Entry 1:
A molecular structure, C43H39F13N6O2Y in a non-equilibrium geometry, computed with the ωB97M-V functional and the def2-TZVPD basis.

**HOMO-LUMO gap**: 0.1912 Eh
**Net charge**: -1
**HOMO**: -3.98 eV

Each line ends with the Mulliken charge.
Element x y z (Å)
Y -0.40 -0.39 0.61  -0.05
C 3.38 -1.78 1.65  -2.17
C 2.63 -0.85 0.71  4.61
C 2.76 -1.31 -0.74  -1.10
C 3.02 0.62 0.77  1.13
C 4.34 0.93 1.07  -1.01
C 4.85 2.19 0.81  -1.52
C 4.09 3.09 0.10  -0.42
C 2.76 2.81 -0.23  -0.09
C 2.11 3.61 -1.35  1.91
C 2.39 5.11 -1.30  -1.93
C 2.63 3.03 -2.68  -1.52
C 2.17 1.64 0.27  -0.51
N 0.76 1.43 0.24  0.16
C 0.00 2.39 1.00  0.04
C -1.52 2.11 1.04  -1.35
N -2.12 1.38 0.19  0.49
C -3.55 1.33 0.26  0.90
C -4.16 0.05 0.22  -0.13
C -5.51 -0.04 0.51  -0.76
C -6.26 1.10 0.77  -1.49
C -5.68 2.34 0.63  -0.75
C -4.32 2.50 0.33  -0.33
C -3.90 3.91 -0.07  0.63
C -3.05 3.96 -1.35  -1.50
C -3.34 4.81 1.02  -1.33
C -3.39 -1.17 -0.26  3.68
C -3.03 -1.00 -1.74  -1.38
C -4.09 -2.51 -0.04  -1.92
H 2.94 -2.78 1.59  0.41
H 3.35 -1.44 2.68  0.37
H 4.42 -1.88 1.35  0.55
H 1.57 -1.01 1.00  -2.15
H 3.81 -1.21 -1.04  0.52
H 2.17 -0.70 -1.42  0.28
H 2.48 -2.35 -0.85  -0.17
H 4.98 0.17 1.49  0.39
H 5.87 2.42 1.07  0.43
H 4.53 4.01 -0.25  0.36
H 1.04 3.45 -1.32  -0.45
H 3.41 5.34 -1.59  0.47
H 2.22 5.53 -0.31  0.38
H 1.74 5.63 -2.00  0.39
H 3.71 3.11 -2.75  0.33
H 2.19 3.55 -3.53  0.45
H 2.37 1.97 -2.76  0.28
H 0.37 2.47 2.04  0.60
H -2.05 2.64 1.82  0.98
H -5.98 -1.01 0.53  0.48
H -7.31 1.02 1.01  0.38
H -6.29 3.23 0.71  0.49
H -4.86 4.36 -0.35  0.64
H -2.02 3.66 -1.19  0.11
H -3.02 4.99 -1.71  0.49
H -3.48 3.34 -2.13  0.37
H -2.30 4.58 1.27  0.16
H -3.93 4.74 1.94  0.26
H -3.36 5.84 0.68  0.52
H -2.48 -1.26 0.35  -1.77
H -3.94 -0.91 -2.33  0.42
H -2.47 -1.86 -2.10  0.32
H -2.44 -0.09 -1.93  0.27
H -4.99 -2.59 -0.65  0.51
H -4.37 -2.65 1.00  0.43
H -3.43 -3.32 -0.34  0.16
C 0.34 4.71 1.50  -0.87
O -0.06 3.76 0.52  -0.36
H 1.38 4.56 1.78  0.35
H -0.29 4.64 2.40  0.40
H 0.21 5.69 1.06  0.19
F 0.27 -2.39 2.83  -0.10
C -0.89 -2.29 3.54  0.10
F -1.82 -2.91 2.83  -0.24
F -0.73 -2.93 4.70  -0.29
C -1.20 -0.78 3.70  0.98
O -1.50 -0.25 2.49  0.31
C 0.05 -0.03 4.25  0.27
F -0.28 1.17 4.72  -0.31
F 0.93 0.18 3.25  0.04
F 0.70 -0.69 5.22  -0.32
C -2.40 -0.58 4.67  0.40
F -2.90 0.65 4.56  -0.21
F -2.05 -0.77 5.95  -0.27
F -3.39 -1.44 4.38  -0.25
F 0.00 -5.13 -4.31  -0.35
C 1.10 -5.19 -3.55  0.50
C 2.31 -5.43 -4.18  0.12
F 2.27 -5.59 -5.51  -0.34
C 3.54 -5.46 -3.50  0.49
C 3.42 -5.24 -2.11  0.53
C 2.21 -5.01 -1.49  0.29
F 2.22 -4.81 -0.16  -0.47
C 1.00 -4.96 -2.18  0.32
C -0.26 -4.58 -1.52  -0.83
C -0.30 -3.40 -0.87  0.79
N -0.33 -2.36 -0.32  -0.80
C -1.45 -5.35 -1.51  0.01
N -2.42 -5.97 -1.47  -0.64
F 4.51 -5.28 -1.32  -0.37
C 4.79 -5.67 -4.15  0.04
C 4.89 -6.15 -5.47  0.19
N 5.02 -6.58 -6.54  -0.70
C 6.02 -5.35 -3.53  0.14
N 7.05 -5.09 -3.07  -0.69

Entry 2:
A molecular structure, C43H39N2O8PSiSn in a non-equilibrium geometry, computed with the ωB97M-V functional and the def2-TZVPD basis.

**HOMO-LUMO gap**: 0.2354 Eh
**Energy above the lowest of the compared OMol25 structures with the same formula, charge and spin**: 19.2 kcal per mole
**Net charge**: -2
**HOMO**: -2.24 eV

Each line ends with the Mulliken charge.
Element x y z (Å)
Sn -0.73 0.04 1.57  2.00
O -0.15 0.52 5.80  -0.75
C -0.53 0.31 4.66  0.61
O 0.20 0.49 3.61  -0.64
C -1.97 -0.23 4.41  0.60
O -2.73 -0.38 5.35  -0.76
O -2.27 -0.47 3.18  -0.75
O 0.56 2.49 -0.32  -0.08
N 0.87 2.52 1.01  -0.24
C 2.10 2.48 1.33  -1.26
C 3.27 2.38 0.46  0.66
C 4.34 3.27 0.63  -0.65
C 5.49 3.13 -0.13  -0.63
C 5.59 2.10 -1.05  -0.86
C 4.52 1.24 -1.24  -0.42
C 3.35 1.38 -0.51  0.95
P 1.94 0.18 -0.70  1.19
C 1.86 0.30 -2.53  0.60
C 1.69 1.60 -3.00  -0.71
C 1.42 1.86 -4.32  -0.75
C 1.32 0.81 -5.22  -0.62
C 1.50 -0.49 -4.78  -0.96
C 1.74 -0.75 -3.44  0.13
C 3.00 -1.23 -0.20  1.47
C 3.54 -2.25 -0.96  -0.27
C 4.22 -3.29 -0.35  -0.61
C 4.39 -3.30 1.02  -0.72
C 3.88 -2.27 1.79  -0.43
C 3.19 -1.25 1.18  -1.19
H -0.46 2.35 -0.32  0.08
H 2.28 2.56 2.40  0.47
H 4.25 4.07 1.35  0.49
H 6.31 3.83 0.00  0.37
H 6.50 1.97 -1.61  0.41
H 4.60 0.44 -1.97  0.34
H 1.74 2.42 -2.29  0.28
H 1.25 2.87 -4.65  0.43
H 1.09 1.00 -6.26  0.35
H 1.42 -1.31 -5.48  0.38
H 1.81 -1.78 -3.13  0.09
H 3.42 -2.27 -2.04  0.27
H 4.60 -4.11 -0.95  0.39
H 4.91 -4.12 1.50  0.32
H 4.00 -2.27 2.86  0.40
H 2.73 -0.47 1.77  0.22
C -2.00 3.37 2.45  -0.85
Si -2.80 3.36 0.74  0.35
C -2.59 5.17 0.07  -1.33
C -4.68 3.14 1.05  -1.28
N -2.10 2.14 -0.23  0.31
C -2.54 1.80 -1.46  0.37
C -3.45 2.57 -2.21  -0.57
C -3.86 2.22 -3.48  -1.06
C -3.36 1.09 -4.09  -1.01
C -2.48 0.29 -3.38  0.05
C -2.10 0.61 -2.09  -0.49
O -1.26 -0.25 -1.39  0.98
C -1.53 -1.59 -1.53  -0.28
C -0.45 -2.46 -1.57  0.62
C -0.66 -3.82 -1.71  -0.47
C -1.95 -4.32 -1.82  -0.79
C -3.03 -3.45 -1.75  -0.75
C -2.82 -2.09 -1.60  -0.16
H -2.30 4.25 3.02  0.50
H -0.92 3.36 2.39  0.19
H -2.30 2.50 3.01  0.05
H -3.08 5.90 0.71  0.37
H -2.98 5.30 -0.93  0.39
H -1.53 5.43 0.03  0.29
H -5.10 3.93 1.66  0.36
H -4.84 2.20 1.59  0.30
H -5.26 3.08 0.13  0.35
H -3.85 3.47 -1.76  0.26
H -4.57 2.84 -4.00  0.37
H -3.67 0.80 -5.09  0.38
H -2.10 -0.62 -3.82  0.50
H 0.54 -2.07 -1.43  -0.50
H 0.19 -4.49 -1.72  0.31
H -2.11 -5.38 -1.94  0.36
H -4.03 -3.83 -1.81  0.38
H -3.67 -1.41 -1.54  0.53
O 1.06 -4.10 0.79  -0.75
C 0.48 -3.19 1.38  -0.45
O 0.46 -1.97 1.02  0.49
C -0.28 -3.47 2.65  -0.33
C 0.09 -2.85 3.83  0.02
C -0.66 -3.01 4.98  -0.61
C -1.79 -3.80 4.96  -0.33
C -2.17 -4.43 3.78  -0.71
C -1.42 -4.26 2.63  -0.31
H 0.96 -2.21 3.84  0.26
H -0.38 -2.49 5.89  0.32
H -2.39 -3.91 5.85  0.38
H -3.07 -5.04 3.76  0.35
H -1.72 -4.73 1.70  0.45

Entry 3:
2 unconnected molecules or ions with the total composition C43H40N5 in a non-equilibrium geometry, computed with the ωB97M-V functional and the def2-TZVPD basis.

**HOMO-LUMO gap**: 0.2151 Eh
**Energy above the lowest of the compared OMol25 structures with the same formula, charge and spin**: 0.0 kcal per mole
**Net charge**: +1
**HOMO**: -9.38 eV

Each line ends with the Mulliken charge.
Element x y z (Å)
C 3.66 -3.94 3.41  -0.81
C 4.96 -3.13 3.31  -0.63
N 4.73 -1.74 3.60  0.03
C 5.72 -0.81 4.09  -0.89
C 4.94 0.53 4.23  -0.54
C 3.54 0.20 3.83  0.12
C 2.35 0.89 3.83  -0.77
C 1.16 0.33 3.24  -0.36
C -0.07 1.08 3.19  1.41
C -1.29 0.42 3.45  -0.34
C -2.57 0.96 3.04  -0.60
C -3.75 0.29 3.31  0.13
C -3.66 -1.01 3.86  0.53
N -4.87 -1.59 3.97  0.01
C -5.05 -2.96 4.40  -0.63
C -3.76 -3.77 4.24  -0.85
C -2.51 -3.03 4.74  -0.79
C -2.46 -1.62 4.24  -0.02
C -1.32 -0.86 4.13  -1.06
C -5.93 -0.71 3.54  -0.81
C -5.20 0.60 3.14  -0.59
C 1.26 -1.02 2.75  -1.31
C 2.39 -1.81 2.93  0.31
C 3.53 -1.15 3.42  0.60
C 2.48 -3.28 2.68  -0.76
H 3.84 -4.94 3.00  0.38
H 3.40 -4.05 4.46  0.31
H 5.72 -3.52 4.02  0.40
H 5.39 -3.25 2.30  0.28
H 6.14 -1.13 5.05  0.35
H 6.58 -0.72 3.40  0.36
H 5.00 0.91 5.26  0.34
H 5.39 1.28 3.57  0.20
H 2.27 1.82 4.40  0.77
H -0.07 2.19 3.00  -0.09
H -2.59 1.90 2.48  0.82
H -5.38 -3.00 5.46  0.30
H -5.86 -3.41 3.81  0.41
H -3.86 -4.72 4.78  0.38
H -3.63 -4.01 3.18  0.33
H -2.47 -3.04 5.83  0.33
H -1.62 -3.56 4.39  0.29
H -0.39 -1.25 4.56  0.81
H -6.49 -1.14 2.69  0.34
H -6.68 -0.55 4.34  0.36
H -5.51 1.41 3.81  0.21
H -5.46 0.88 2.12  0.36
H 0.38 -1.48 2.29  0.75
H 2.55 -3.48 1.60  0.33
H 1.55 -3.76 3.01  0.26
C 4.73 4.62 2.72  -0.65
C 3.88 4.17 3.74  -0.64
C 2.50 4.05 3.50  -0.49
C 2.05 4.32 2.20  0.51
N 0.69 4.26 1.90  0.68
C -0.36 3.76 2.57  -0.73
N -1.40 4.57 2.14  0.26
C -2.54 4.85 2.92  1.09
C -2.75 4.03 4.02  -0.49
C -3.88 4.22 4.82  -0.60
C -4.79 5.24 4.49  -0.71
C -4.48 6.16 3.49  -0.76
C -3.32 5.98 2.72  -0.64
C -0.94 5.35 1.05  0.34
C -1.64 6.29 0.15  -0.21
C -0.93 7.43 -0.29  -0.36
C -1.51 8.32 -1.19  -0.68
C -2.82 8.12 -1.64  -0.38
C -3.53 6.98 -1.23  -0.68
C -2.95 6.07 -0.34  0.01
N 0.33 5.14 0.89  -0.76
C 2.86 4.88 1.23  -0.16
C 4.22 5.05 1.49  -0.58
H 5.81 4.65 2.90  0.44
H 4.27 3.91 4.72  0.43
H 1.77 3.75 4.25  0.62
H -2.02 3.23 4.20  0.39
H -4.02 3.58 5.70  0.45
H -5.73 5.33 5.04  0.40
H -5.13 7.02 3.29  0.41
H -3.05 6.73 1.98  0.60
H 0.08 7.61 0.09  0.42
H -0.94 9.19 -1.53  0.37
H -3.29 8.84 -2.31  0.39
H -4.54 6.82 -1.60  0.39
H -3.52 5.20 0.00  0.46
H 2.40 5.19 0.29  0.47
H 4.84 5.48 0.71  0.40

Entry 4:
A molecular structure, C43H42BrF4IrO4P2S in a non-equilibrium geometry, computed with the ωB97M-V functional and the def2-TZVPD basis.

**HOMO-LUMO gap (spin up / spin down)**: 0.2355 / 0.2432 Eh
**Net charge**: +2
**HOMO (spin up / spin down)**: -13.58 / -13.33 eV

Each line ends with the Mulliken charge.
Element x y z (Å)
Ir -0.79 -0.10 0.81  3.56
F -5.70 -5.30 2.24  -0.25
C -4.94 -4.44 1.58  0.46
C -5.33 -3.97 0.33  0.35
F -6.44 -4.39 -0.24  -0.26
C -4.52 -3.04 -0.33  0.22
F -4.87 -2.63 -1.54  -0.35
C -3.34 -2.56 0.23  -0.53
P -2.41 -1.26 -0.69  -0.15
C -2.01 -2.16 -2.22  0.86
C -1.80 -1.46 -3.41  -0.45
C -1.63 -2.15 -4.59  -0.83
C -1.62 -3.54 -4.60  -0.83
C -1.74 -4.23 -3.40  -0.78
C -1.92 -3.55 -2.22  -0.87
C -3.79 -0.12 -1.06  1.27
C -4.32 0.08 -2.33  -0.24
C -5.36 0.98 -2.51  -0.79
C -5.87 1.69 -1.43  -0.74
C -5.36 1.47 -0.16  -0.77
C -4.33 0.57 0.03  -0.97
C -2.94 -3.08 1.46  0.34
Br -1.27 -2.62 2.24  -0.06
C -3.73 -4.01 2.13  0.37
F -3.33 -4.48 3.30  -0.30
H -1.78 -0.38 -3.41  0.50
H -1.50 -1.61 -5.51  0.51
H -1.50 -4.08 -5.52  0.45
H -1.71 -5.31 -3.40  0.48
H -2.02 -4.10 -1.29  0.56
H -3.97 -0.50 -3.17  0.58
H -5.77 1.12 -3.49  0.50
H -6.67 2.40 -1.58  0.43
H -5.77 1.99 0.69  0.49
H -3.96 0.37 1.03  0.40
C -1.73 1.12 2.53  -1.59
C -0.78 1.40 3.57  0.63
C -0.54 0.47 4.61  -0.04
C 0.25 0.79 5.68  -0.88
C 0.86 2.04 5.75  -0.53
C 0.67 2.97 4.73  -0.72
C -0.12 2.65 3.64  -0.31
H -2.13 2.00 2.04  0.61
H -2.48 0.40 2.85  0.59
H -1.03 -0.50 4.56  0.50
H 0.39 0.08 6.48  0.46
H 1.47 2.30 6.60  0.46
H 1.12 3.94 4.79  0.47
H -0.28 3.38 2.86  0.41
O 1.43 -0.42 1.22  -1.55
S 2.51 -1.40 1.61  -0.34
C 3.41 -0.53 2.93  1.00
C 3.05 0.75 3.29  -0.28
C 3.82 1.42 4.23  -0.63
C 4.93 0.80 4.79  -0.75
C 5.28 -0.48 4.40  -0.69
C 4.52 -1.16 3.47  -0.64
C 3.84 -1.08 0.40  0.72
C 4.07 0.22 -0.01  -0.01
C 5.13 0.46 -0.86  -0.80
C 5.94 -0.58 -1.28  -0.59
C 5.70 -1.88 -0.86  -0.73
C 4.63 -2.14 -0.01  -0.33
H 2.18 1.21 2.85  0.32
H 3.56 2.43 4.51  0.59
H 5.51 1.32 5.53  0.43
H 6.16 -0.95 4.82  0.44
H 4.78 -2.16 3.15  0.44
H 3.43 1.01 0.35  0.03
H 5.34 1.47 -1.18  0.45
H 6.77 -0.37 -1.95  0.44
H 6.34 -2.69 -1.18  0.44
H 4.44 -3.15 0.32  0.52
C 2.86 3.85 -1.31  -1.24
C 1.43 3.41 -1.08  0.01
O 1.32 2.05 -1.51  -0.23
P 0.21 0.95 -1.16  0.04
O 0.83 -0.32 -1.85  -0.20
C 1.35 -0.31 -3.21  -0.02
C 2.87 -0.43 -3.22  -1.26
O -1.02 1.27 -2.17  0.08
C -1.73 2.51 -2.21  0.08
C -1.43 3.23 -3.52  -1.51
H 2.95 4.92 -1.15  0.47
H 3.16 3.63 -2.34  0.31
H 3.54 3.34 -0.63  0.20
H 0.75 4.02 -1.67  0.36
H 1.16 3.49 -0.02  0.12
H 1.03 0.60 -3.72  0.23
H 0.90 -1.18 -3.70  0.33
H 3.32 0.46 -2.78  0.17
H 3.21 -0.53 -4.25  0.51
H 3.19 -1.30 -2.66  0.26
H -1.46 3.13 -1.35  0.56
H -2.79 2.27 -2.14  -0.08
H -0.36 3.41 -3.63  0.28
H -1.95 4.18 -3.55  0.50
H -1.77 2.63 -4.36  0.35

Entry 5:
A molecular structure, C43H42Cl3N4O5PdS, computed with the ωB97M-V functional and the def2-TZVPD basis.

**HOMO-LUMO gap (spin up / spin down)**: 0.2279 / 0.2291 Eh
**2S+1**: 3
**Energy above the lowest of the compared OMol25 structures with the same formula, charge and spin**: 3.3 kcal per mole
**Net charge**: -1
**HOMO (spin up / spin down)**: -4.25 / -4.28 eV
**⟨S²⟩**: 2.00

Each line ends with the Mulliken charge.
Element x y z (Å)
Pd 0.46 1.17 -1.69  0.13
C -5.63 1.30 -1.58  -1.10
O -4.24 1.40 -1.75  -0.22
C -3.68 2.64 -1.65  0.67
C -4.40 3.79 -1.51  -0.65
C -3.75 5.04 -1.43  -1.01
C -2.39 5.08 -1.51  -0.90
C -1.61 3.91 -1.66  1.13
C -0.17 4.13 -1.73  -0.76
N 0.73 3.23 -1.88  0.46
N 2.05 3.67 -1.91  -0.87
C 2.89 2.66 -1.84  0.63
O 2.61 1.42 -1.75  -1.02
C 4.35 3.03 -1.83  0.29
C 5.29 2.01 -1.76  -0.17
C 6.65 2.31 -1.71  -0.66
C 7.07 3.64 -1.72  -0.36
C 6.12 4.66 -1.80  -0.63
C 4.77 4.35 -1.85  -0.33
C -2.24 2.63 -1.73  -0.02
O -1.65 1.50 -1.86  -0.30
H -5.87 0.24 -1.62  0.25
H -6.17 1.82 -2.37  0.38
H -5.95 1.70 -0.61  0.39
H -5.48 3.76 -1.47  0.39
H -4.33 5.95 -1.33  0.38
H -1.87 6.03 -1.46  0.31
H 0.18 5.15 -1.63  0.24
H 4.94 0.99 -1.73  0.27
H 7.38 1.51 -1.65  0.40
H 8.12 3.87 -1.67  0.36
H 6.45 5.69 -1.81  0.37
H 4.02 5.13 -1.91  0.45
Cl 0.65 -6.71 1.20  -0.24
C 0.32 -5.13 1.84  0.30
C -0.55 -4.28 1.18  -0.73
C -0.83 -3.05 1.76  0.28
C -0.27 -2.65 2.97  -0.42
C -0.68 -1.35 3.62  0.58
C 0.47 -0.33 3.68  -1.17
N 0.38 0.60 2.57  0.30
C -0.03 1.91 2.68  -0.94
C -0.02 2.41 1.41  -1.08
N 0.36 1.42 0.55  1.20
C 0.60 0.35 1.26  -0.63
O -1.20 -1.60 4.93  -0.33
C -2.59 -1.35 5.01  -0.89
C -2.94 0.09 4.71  0.23
C -2.55 1.15 5.47  0.60
Cl -1.67 1.08 6.94  -0.20
S -3.05 2.65 4.82  -0.23
C -3.80 1.88 3.49  -0.41
C -3.67 0.53 3.56  -0.58
C 0.62 -3.54 3.58  0.55
Cl 1.38 -3.15 5.11  -0.22
C 0.91 -4.77 3.03  -0.82
H -0.99 -4.56 0.24  0.50
H -1.51 -2.37 1.26  0.04
H -1.47 -0.89 3.02  0.23
H 1.43 -0.84 3.68  0.37
H 0.39 0.25 4.60  0.29
H -0.28 2.35 3.62  0.56
H -0.28 3.40 1.07  0.52
H 0.90 -0.61 0.86  -0.08
H -2.87 -1.61 6.03  0.48
H -3.14 -2.00 4.32  0.28
H -4.28 2.47 2.73  0.48
H -4.07 -0.14 2.82  0.41
H 1.59 -5.44 3.54  0.47
C 3.17 -1.65 -0.03  -1.12
C 3.09 -2.50 -1.30  0.32
C 3.59 -1.70 -2.51  -1.29
C 1.72 -3.09 -1.60  0.84
C 1.65 -4.46 -1.81  -1.04
C 0.49 -5.09 -2.22  -1.21
C -0.63 -4.30 -2.45  -0.74
C -0.61 -2.92 -2.26  0.63
C -1.89 -2.15 -2.54  0.26
C -1.69 -1.10 -3.62  -1.27
C -2.49 -1.57 -1.25  -0.75
C 0.56 -2.28 -1.76  0.25
O 0.57 -1.02 -1.41  1.57
H 4.21 -1.42 0.21  0.52
H 2.73 -2.19 0.82  0.09
H 2.65 -0.71 -0.18  0.01
H 3.77 -3.36 -1.17  0.54
H 3.01 -0.78 -2.62  0.04
H 3.50 -2.29 -3.42  0.37
H 4.64 -1.42 -2.39  0.37
H 2.55 -5.06 -1.65  0.35
H 0.45 -6.16 -2.37  0.34
H -1.55 -4.76 -2.80  0.34
H -2.61 -2.88 -2.93  0.52
H -0.94 -0.37 -3.32  -0.14
H -2.61 -0.55 -3.82  0.39
H -1.35 -1.57 -4.55  0.41
H -1.75 -0.94 -0.74  -0.38
H -2.80 -2.38 -0.59  0.48
H -3.35 -0.94 -1.47  0.10

Number 1: molar mass 1007.7 u. Number 2: molar mass 889.6 u. Number 3: molar mass 626.8 u. Number 4: molar mass 1064.9 u. Number 5: molar mass 939.7 u.